[1]
Entry from the OMol25 dataset: an isolated molecule of C9H19N2OP (ωB97M-V/def2-TZVPD).

```
32
Properties=species:S:1:pos:R:3:forces:R:3:mulliken_charge:R:1
C -0.799 -2.921 -0.238 0.093 0.062 0.049 -1.33
C -1.499 -1.668 -0.637 -0.006 0.081 0.101 0.20
C -1.244 -0.450 -0.167 0.673 -0.035 -0.041 -0.02
P 0.167 -0.086 1.016 -0.427 0.084 -0.173 -0.23
N 1.185 0.976 0.202 -0.041 0.025 -0.090 0.31
C 0.809 2.323 -0.175 0.014 0.106 -0.098 -1.07
C 2.413 0.480 -0.417 0.294 -0.174 0.186 0.21
C 2.236 -0.918 -0.998 0.049 0.209 -0.085 -1.49
C 3.555 0.504 0.601 -0.119 0.107 -0.309 -1.38
C -2.034 0.721 -0.641 -0.240 -0.144 0.067 0.00
O -1.783 1.353 -1.648 0.103 0.100 -0.287 -0.66
N -3.057 1.058 0.184 -0.227 0.335 -0.029 -0.09
C -3.518 0.265 1.291 -0.294 -0.080 0.305 -0.76
H -0.305 -3.365 -1.101 0.056 -0.110 -0.042 0.32
H -1.521 -3.644 0.141 0.007 -0.097 0.007 0.39
H -0.059 -2.719 0.534 0.024 -0.144 -0.013 0.34
H -2.297 -1.799 -1.362 -0.108 0.085 -0.079 0.43
H -0.551 0.944 1.662 -0.064 -0.079 0.264 0.05
H 1.666 2.991 -0.047 -0.011 0.035 0.026 0.35
H 0.463 2.384 -1.211 -0.005 0.025 0.046 0.35
H 0.004 2.672 0.473 0.005 0.062 -0.047 0.34
H 2.658 1.162 -1.241 -0.086 -0.061 0.091 0.38
H 1.386 -0.935 -1.676 -0.085 -0.068 -0.093 0.35
H 3.127 -1.216 -1.547 0.071 -0.067 -0.013 0.47
H 2.064 -1.636 -0.197 0.023 -0.129 0.008 0.31
H 3.700 1.511 0.984 0.030 0.082 0.071 0.34
H 4.483 0.168 0.145 0.162 -0.053 0.001 0.43
H 3.311 -0.152 1.434 0.000 -0.092 0.108 0.30
H -3.647 1.819 -0.122 0.181 -0.031 -0.090 0.28
H -4.340 -0.398 0.999 0.065 -0.030 0.091 0.29
H -3.869 0.921 2.089 0.030 -0.072 0.002 0.29
H -2.701 -0.346 1.672 -0.166 0.066 0.065 0.31
```
Positions in Å, forces in eV/Å.

Lowest unoccupied orbital energy (eV): 0.833
Charge: 0
Relative energy (zero: lowest compared OMol25 entry of this formula, charge and spin) (kJ/mol): 0.00

=====

[2]
Entry from the OMol25 dataset: a cluster of 2 separate species, C9H19N3O2S in total (ωB97M-V/def2-TZVPD).

```
34
Properties=species:S:1:pos:R:3:forces:R:3:mulliken_charge:R:1
C -1.614 -0.520 0.018 -0.881 1.457 -0.913 0.99
C 4.005 -1.037 0.416 0.168 0.644 -0.497 0.77
C -3.082 -0.045 0.059 1.960 2.583 1.977 -1.40
C 1.052 1.308 1.649 1.902 -1.552 -2.206 -1.05
C 0.376 3.010 -0.164 2.184 0.295 2.104 -1.74
C -2.371 -2.853 0.373 -0.207 -1.172 1.689 -1.16
C -0.421 -2.391 -0.912 0.240 0.146 -0.292 -1.15
C 0.643 0.529 -0.711 0.692 -1.435 2.015 -0.47
C 1.202 1.724 0.129 -0.013 -0.818 1.190 0.25
N 2.650 1.819 -0.176 -0.982 3.390 -0.490 -0.49
N -1.353 -1.829 0.021 -0.820 -0.120 1.524 0.03
N -0.776 0.460 -0.256 0.859 -4.832 0.691 0.02
O 4.662 -0.504 -0.345 1.828 0.790 -1.674 -0.39
O 3.283 -1.493 1.160 -1.783 -1.708 2.197 -0.35
S 0.505 0.759 -2.464 0.632 -0.424 -0.204 -0.27
H -3.230 0.525 1.102 -0.163 -1.442 -2.308 0.24
H -3.707 -0.885 -0.100 -0.975 -0.320 0.013 0.52
H -3.118 0.736 -0.762 -0.450 -1.082 0.935 0.35
H 1.882 0.469 1.569 -2.070 1.218 1.422 0.23
H 1.341 2.067 2.378 -0.058 -0.045 -0.271 0.36
H 0.011 0.954 1.748 0.781 -0.075 0.713 0.22
H 1.098 3.849 -0.160 -0.570 -0.141 0.142 0.50
H 0.047 2.881 -1.131 -1.154 0.209 -2.331 0.51
H -0.437 3.233 0.566 0.648 -0.325 -0.449 0.27
H -2.919 -3.125 -0.515 -0.515 0.091 -0.370 0.52
H -1.832 -3.805 0.638 -0.119 1.051 -0.246 0.32
H -3.112 -2.767 1.270 1.551 0.856 -1.633 0.31
H 0.276 -3.095 -0.504 0.280 -0.343 0.503 0.24
H -1.072 -2.860 -1.602 -0.210 -1.010 -1.167 0.39
H 0.076 -1.629 -1.463 0.522 0.599 -0.411 0.44
H 1.253 -0.440 -0.181 -1.687 2.188 -1.767 0.28
H 2.687 2.598 -0.880 0.594 -1.350 0.727 0.29
H -1.143 1.334 -0.225 -1.589 2.948 -0.218 0.24
H 3.141 1.024 -0.546 -0.598 -0.271 -0.392 0.20
```
Positions in Å, forces in eV/Å.

Lowest unoccupied orbital energy (eV): 0.327
Charge: 0
Relative energy (zero: lowest compared OMol25 entry of this formula, charge and spin) (kJ/mol): 289.59

=====

[3]
Entry from the OMol25 dataset: a structure of composition C9H19N3O9Pb (ωB97M-V/def2-TZVPD).

```
41
Properties=species:S:1:pos:R:3:forces:R:3:mulliken_charge:R:1
Pb -1.426 -0.350 1.329 -2.641 0.086 6.315 1.36
C -3.467 -2.134 2.771 -1.411 2.343 3.116 0.74
O -2.262 -2.354 2.841 6.359 -2.012 -1.447 -0.73
O -4.182 -2.522 3.715 -2.502 -1.708 0.370 -0.85
O -3.810 -1.183 2.002 -1.247 1.703 -3.561 -0.77
C -1.728 1.627 3.572 -3.382 2.411 4.106 0.70
O -1.040 0.665 3.551 8.245 -8.208 -0.016 -0.71
O -2.028 2.210 4.615 0.477 2.797 3.591 -0.89
O -2.394 1.811 2.596 -4.385 2.585 -9.199 -0.71
C -2.730 -2.472 -1.186 -1.913 0.716 0.180 -0.97
O -1.913 -1.416 -0.758 1.008 -0.277 -1.932 -0.08
C -1.294 -0.683 -1.809 1.485 -0.326 -0.240 -0.62
C -0.003 0.025 -1.371 0.273 0.451 -0.053 -0.45
N -0.217 1.095 -0.447 0.476 1.911 0.307 -0.04
C 0.936 1.864 -0.039 0.763 0.502 -0.659 -0.81
C 1.810 2.414 -1.207 0.052 0.293 0.786 -0.73
O 0.992 2.995 -2.215 0.460 -0.187 -0.328 -0.28
C 1.501 3.071 -3.532 -0.562 -0.936 -0.131 -0.86
H -3.472 -1.946 -1.788 -0.235 -0.722 -0.954 0.39
H -3.352 -2.810 -0.357 0.534 0.072 0.542 0.25
H -2.253 -3.339 -1.644 0.404 0.290 -0.293 0.28
H -1.890 0.052 -2.351 -0.873 0.159 0.503 0.35
H -0.951 -1.331 -2.616 -0.099 -0.636 -0.031 0.39
H 0.513 0.451 -2.231 -0.191 -0.272 -0.889 0.33
H 0.738 -0.635 -0.921 -0.330 -0.459 0.199 0.10
H -0.900 1.789 -0.715 -0.457 -0.370 -0.346 0.26
H 1.609 1.317 0.622 -0.004 -0.472 -0.004 0.16
H 0.654 2.729 0.562 -0.631 -0.174 -0.041 0.45
H 2.533 1.663 -1.526 -0.284 -0.353 -0.819 0.36
H 2.439 3.197 -0.783 0.163 0.268 0.140 0.50
H 1.678 2.092 -3.977 -0.085 -0.662 0.253 0.33
H 2.458 3.558 -3.719 -0.035 0.792 0.577 0.31
H 0.683 3.469 -4.133 0.268 0.491 0.019 0.28
C 2.335 -1.757 1.330 -5.404 3.266 2.873 0.49
O 1.171 -1.510 1.277 -3.163 0.696 -0.941 -0.50
N 3.094 -1.227 2.217 4.231 2.398 3.479 -0.40
N 2.912 -2.616 0.660 5.398 -6.630 -6.095 -0.37
H 2.796 -0.559 2.914 -0.243 -0.294 -0.256 0.28
H 4.017 -1.637 2.238 -0.072 0.698 0.928 0.08
H 2.528 -3.111 -0.133 -0.354 0.409 0.403 0.25
H 3.916 -2.502 0.645 -0.094 -0.639 -0.454 0.13
```
Positions in Å, forces in eV/Å.

Lowest unoccupied orbital energy (eV): 3.662
Charge: -2
Relative energy (zero: lowest compared OMol25 entry of this formula, charge and spin) (kJ/mol): 530.61

=====

[4]
Entry from the OMol25 dataset: the ion C9H19N4O3 with charge +1 (ωB97M-V/def2-TZVPD).

```
35
Properties=species:S:1:pos:R:3:forces:R:3:mulliken_charge:R:1
C 4.056 -2.007 1.213 -0.306 -0.012 0.243 -1.00
C 2.791 -1.172 0.714 -1.699 -1.869 -0.098 0.06
N 2.761 0.263 1.186 2.112 -0.411 -0.363 -0.46
N 2.379 1.146 0.186 -2.180 0.453 -1.324 0.14
C 1.182 1.156 -0.370 -0.658 0.916 0.137 -0.09
N 0.105 0.243 0.038 1.339 0.389 -1.502 0.45
C -1.073 0.960 0.621 -0.064 1.166 0.590 -0.58
C -2.020 0.002 1.479 -0.500 0.106 0.150 -0.76
C -3.129 -0.786 0.635 -0.708 0.336 0.326 -0.40
C -4.396 0.179 0.350 0.460 1.763 -0.672 0.45
O -4.288 1.415 0.271 -0.392 -4.214 0.531 -0.47
O -5.640 -0.477 0.154 1.760 0.673 -0.491 -0.48
C -0.267 -0.465 -1.251 -0.409 -0.527 -1.051 -0.51
O 0.704 -0.144 -2.284 -1.051 1.496 0.755 -0.39
C 0.529 1.258 -2.629 -0.663 0.249 -0.971 -0.33
N 0.951 2.133 -1.466 0.770 -2.205 1.144 -0.49
H 4.750 -2.348 0.362 -1.067 0.760 1.376 0.29
H 3.677 -2.938 1.772 0.670 1.444 -0.953 0.28
H 4.609 -1.379 1.985 -0.405 -0.888 -1.021 0.32
H 2.617 -1.216 -0.419 0.552 0.146 1.523 0.17
H 1.854 -1.665 1.175 1.466 0.841 -0.802 0.13
H 3.759 0.500 1.361 -1.004 -0.016 0.158 0.33
H 3.051 1.856 -0.168 -0.627 -0.563 0.279 0.37
H -1.622 1.495 -0.238 0.323 -0.845 1.387 0.50
H -0.644 1.801 1.283 -0.740 -1.372 -0.750 0.30
H -2.584 0.657 2.241 0.885 -0.911 -1.278 0.35
H -1.450 -0.768 2.111 -0.418 1.276 -1.161 0.35
H -3.445 -1.719 1.230 0.257 1.522 -1.046 0.30
H -2.784 -1.134 -0.398 -0.341 0.396 1.428 0.25
H -5.646 -0.931 -0.723 0.083 0.337 0.947 0.35
H -1.290 -0.117 -1.647 1.292 -0.414 0.836 0.39
H -0.282 -1.597 -1.148 0.211 1.516 0.071 0.22
H -0.565 1.498 -2.850 1.292 -0.556 0.145 0.31
H 1.135 1.496 -3.559 -0.535 -0.517 1.390 0.31
H 0.217 2.805 -1.215 0.293 -0.465 0.067 0.33
```
Positions in Å, forces in eV/Å.

Lowest unoccupied orbital energy (eV): -4.028
Charge: +1
Relative energy (zero: lowest compared OMol25 entry of this formula, charge and spin) (kJ/mol): 254.28

=====

no.,maximum force (eV Å⁻¹)
1,0.68
2,4.96
3,11.63
4,4.27